Here is C92H204As4F24N6P2 as an isolated structure from the Open Molecules 2025 dataset. Energies are from ωB97M-V/def2-TZVPD.

XYZ file:
```
332
Properties=species:S:1:pos:R:3:forces:R:3
As 1.166832 1.756103 -5.934135 -0.235 -0.436 -0.018
As 0.837937 -5.415215 0.463863 0.292 0.748 0.053
As -4.684368 -2.319781 -2.721115 -1.148 -0.534 2.008
As 3.356450 1.616907 1.594460 1.580 0.473 2.236
P -6.441535 5.853951 11.055377 -4.356 0.067 -0.810
P 3.871137 5.138501 -1.983018 0.430 -0.273 0.467
F 2.957630 1.532585 -0.054746 0.028 0.067 -1.276
F 0.147960 -4.362411 1.627026 -0.075 0.557 0.257
F 2.056809 -5.960455 1.585880 -0.293 0.728 -0.374
F 2.495695 0.785907 -5.526107 0.986 -0.949 0.044
F -5.092978 -0.664062 -2.394413 0.107 0.230 0.253
F 1.528566 -6.487000 -0.679671 0.052 -0.105 -0.606
F -3.252259 -1.782049 -3.412531 2.158 1.002 -0.853
F -0.177409 2.774002 -6.234882 -0.616 0.265 -0.303
F 5.077709 1.571477 1.318214 -0.279 -0.247 -0.528
F -0.247477 -6.659012 1.051700 0.132 -0.140 -0.061
F 3.451090 3.365448 1.493676 -0.190 -0.580 0.168
F -3.837238 -2.448273 -1.183584 -0.379 -0.086 0.273
F -5.469110 -2.240245 -4.183946 -1.023 0.248 -2.177
F 3.263478 -0.134774 1.657074 0.139 -0.085 -0.289
F 2.300052 3.028622 -6.219264 -0.014 0.611 -0.011
F 1.002225 2.186480 -4.253537 0.086 0.237 0.157
F 1.736796 1.684534 2.019591 -1.882 0.230 0.018
F -6.169544 -2.815398 -1.971499 0.454 -0.341 0.260
F -0.452564 -5.001242 -0.693650 0.632 0.073 0.311
F 1.230538 1.365009 -7.634062 0.057 -0.181 0.272
F 0.142881 0.337184 -5.634978 0.107 0.651 -0.224
F -4.163144 -3.925159 -3.105085 -0.219 -0.598 0.422
F 3.711282 1.599243 3.315513 0.169 0.142 -0.427
F 1.804947 -4.004943 -0.168901 -0.730 -1.585 0.605
N -3.519743 1.133239 -6.119657 -0.696 -1.063 -0.251
N 5.722691 -2.048211 3.578546 0.502 0.386 0.961
N 0.018795 -9.517937 -2.577162 1.806 0.356 -0.011
N -4.171554 -5.131118 1.327277 0.516 -0.675 1.113
N 5.258847 2.572543 -10.083252 -1.207 -0.550 0.173
N 0.035530 -0.912781 -1.447837 -0.431 -1.373 -1.865
C -2.654321 0.139387 -6.914798 -0.633 1.235 -0.466
C 2.781302 3.397715 -10.193737 2.182 1.673 0.722
C 4.688297 6.078894 -3.248108 0.046 0.979 -0.434
C 2.204181 5.701337 -2.095392 -1.259 -0.274 -0.306
C 8.680998 -3.161810 5.952926 -0.309 -3.424 0.658
C -4.887143 -6.594239 -0.556305 -0.163 0.442 -1.107
C 5.974193 0.893559 -6.613090 0.290 -2.119 -1.424
C 4.473130 -2.985968 1.749540 -0.881 -0.878 2.282
C -3.898454 3.482091 -5.651432 1.075 -0.142 -1.583
C 0.380876 -10.971066 -2.777371 -1.178 -0.824 -1.028
C 4.180496 9.126342 0.868233 -0.315 -0.599 0.739
C -7.253466 4.199979 11.351603 3.522 0.164 -0.840
C -1.049635 -9.027426 -3.535225 2.431 0.200 -1.581
C 1.089710 -0.831757 -0.457312 -0.638 0.710 1.361
C 1.544704 -1.937572 -3.288444 -1.174 -0.827 1.206
C 1.350937 4.947236 -1.046914 -0.882 0.217 -0.664
C -2.514932 -1.263104 -6.329098 0.687 0.144 -0.746
C -2.998638 4.975369 7.847595 3.036 -1.848 -0.975
C -5.411923 5.797775 9.620846 2.110 -1.547 -0.255
C -0.127720 0.281884 -2.388604 -0.923 0.316 2.129
C 6.222567 6.099411 -3.449199 -0.868 0.550 -0.193
C 9.001322 -3.763299 7.378278 -1.127 0.951 -0.531
C -3.821365 -5.604898 -0.070932 -0.243 -0.567 0.130
C 4.726988 -1.200687 4.379911 1.376 -1.318 1.890
C 6.265945 1.381887 -8.019970 -0.719 0.043 -2.070
C -1.474642 -7.720373 -2.953902 -0.229 0.889 0.397
C -4.024897 -6.401396 2.259418 0.603 2.583 0.736
C 3.937438 3.358151 -2.365869 0.651 0.515 -1.273
C -0.169956 5.082499 -1.336662 0.824 -0.125 0.429
C -6.546984 7.053902 13.538846 1.981 2.049 2.033
C -6.651108 -5.630058 1.067051 0.687 0.342 -1.790
C 3.341347 -8.083377 -4.000510 -0.001 0.334 0.027
C -7.942294 10.653221 9.780272 -4.689 1.939 -1.331
C -1.681634 -3.577562 -6.913133 -0.511 -1.225 -0.492
C 4.290880 3.680060 -10.475338 0.287 0.914 -0.335
C 3.884366 -1.072988 6.815777 -1.250 0.052 0.396
C -4.403803 -7.529919 4.483317 -1.301 -1.400 -0.979
C -3.894990 5.856110 10.015068 -0.237 2.838 -1.551
C -2.223589 -2.303084 -7.467985 -0.304 1.318 1.883
C -0.538326 -9.200187 -1.202570 -1.016 -1.653 -0.077
C 4.686753 6.759218 0.184912 3.643 1.905 0.427
C 1.533633 -3.100226 -4.275507 -0.558 1.896 -0.861
C -6.364484 -6.146274 -0.363952 -0.403 0.468 -1.337
C 3.599287 7.736953 0.524968 -1.650 -0.343 0.342
C -6.491360 1.766417 11.887836 4.083 0.610 -2.612
C -7.267070 8.290867 10.467803 -6.574 0.528 -2.768
C -5.541235 9.486795 13.655309 1.716 0.259 1.105
C 5.569319 1.202006 -2.149746 -1.311 2.260 -1.202
C -7.283865 -0.372278 -6.629165 0.946 -0.918 0.435
C -1.222980 -1.342479 -0.719113 0.521 -0.352 0.554
C 1.436541 -11.556216 -1.823041 -0.356 -0.069 -0.025
C -0.791091 1.410239 -1.574506 -0.012 -0.437 -0.194
C 4.497796 5.386388 -0.305700 -2.784 0.089 -0.428
C -4.593404 -6.185012 3.710712 1.089 -2.041 -0.618
C 5.245062 2.437669 -8.574536 0.744 1.012 1.521
C -3.136239 -4.110245 1.709764 -0.383 0.732 0.319
C 6.324776 5.520365 -5.944688 0.217 0.688 1.275
C -3.373898 2.771163 -4.345849 0.045 2.563 0.294
C -2.973565 6.151209 8.790532 -1.356 -1.442 0.453
C -2.114346 0.861031 -0.985016 -0.945 2.908 2.417
C 7.082893 -2.148854 4.286350 0.117 -3.060 0.174
C -6.944313 1.696201 13.310186 0.850 -0.385 0.661
C 1.516957 -13.095729 -1.791310 0.373 -0.526 -1.023
C 2.371149 2.176532 -10.973293 -0.808 1.531 0.014
C -5.588825 6.566177 12.513116 0.422 0.215 -1.939
C 5.955688 -1.260729 2.334814 -1.562 0.954 -0.844
C 7.042685 0.955515 -2.297781 0.415 1.300 0.866
C 6.641773 6.552910 -4.862892 1.966 -0.167 0.203
C -8.022146 6.956777 10.527653 3.839 -1.621 3.134
C -3.648309 2.484015 -6.829827 0.359 -0.286 0.409
C -1.844531 -0.213281 0.086856 -1.651 -1.714 -0.501
C 1.355537 -8.724608 -2.658163 -1.630 -0.188 0.383
C -5.608197 -4.593603 1.397018 0.725 0.143 0.765
C 7.199845 -3.078448 5.520849 -1.471 -0.316 0.283
C 4.122611 -1.921625 5.544712 -1.679 0.118 1.357
C 6.674173 2.811564 -10.500554 -0.209 1.413 -0.187
C 0.245162 -2.049748 -2.414400 0.887 -1.200 0.137
C -0.999823 4.490500 -0.202234 -0.198 -0.264 -0.515
C -1.507085 -8.025911 -1.418603 1.391 1.035 -0.692
C -4.942750 0.641413 -5.845521 -2.030 1.041 -0.218
C 0.192757 -13.659665 -1.304037 -0.517 -0.894 -1.556
C -8.624594 9.339500 10.168293 5.951 -1.749 1.665
C -5.622911 8.139731 14.384576 -2.620 -0.646 -1.006
C 5.320463 2.795283 -2.014622 0.856 -0.811 -0.017
C -5.993589 3.181562 11.379381 -3.860 -0.376 1.491
C 4.699711 1.340255 -10.835701 2.007 -0.969 0.775
C 3.227128 1.013812 -10.562684 0.927 -0.615 -0.777
C -2.784922 1.486923 -4.819273 -0.479 -1.141 -0.873
C 5.517408 -2.137039 1.171127 0.569 1.936 -1.224
C -5.805200 -0.098389 -6.976373 1.955 -0.066 0.039
C 2.009112 -8.878155 -3.978785 0.844 1.629 0.198
C 5.171591 -3.380833 3.071054 0.628 -1.079 0.793
H -0.732829 -0.176025 -3.167493 -0.164 0.801 -0.265
H -0.642322 3.566294 0.212300 0.669 -0.375 0.155
H -5.698924 0.470193 -7.906861 -0.387 0.241 0.102
H 3.086949 0.629211 -9.532324 -0.211 0.427 -0.583
H -4.918354 3.842289 -5.681685 -0.276 -0.227 0.512
H 0.319244 -8.966369 -0.571041 -0.409 -0.010 0.172
H -0.773322 -6.891272 -3.204635 -0.129 -0.750 0.333
H 1.915128 -9.124384 -1.820719 0.288 0.166 -0.037
H 2.311819 -2.950686 -4.999939 0.692 -0.077 -0.246
H 1.372732 1.999704 -10.653257 -1.077 -0.523 -0.139
H -2.412512 -7.325321 -3.356364 -0.106 -0.493 0.181
H 5.480896 0.559485 -10.607754 -1.324 0.265 0.017
H -7.013272 -6.983302 -0.636663 0.121 -0.182 0.433
H -1.300789 0.000425 1.014093 -0.025 0.563 -0.433
H -5.091175 -8.328296 3.969226 1.225 1.294 1.074
H 4.321381 7.107530 -3.037423 0.222 -0.376 -0.357
H -5.315032 -1.062120 -7.268360 -0.325 0.541 0.642
H 2.985720 -7.036058 -3.894296 0.911 -0.322 -0.331
H -5.641230 4.897326 9.012104 0.191 0.121 0.653
H 7.015497 3.761460 -10.047912 -0.234 -0.482 -0.005
H -2.814514 -0.739035 0.399493 1.001 1.181 -0.212
H -1.601100 -4.240348 -7.755145 0.233 -0.633 -0.445
H 7.460818 1.423702 -3.219365 -0.388 -0.678 0.469
H 5.371592 3.516255 -8.185989 0.047 -1.648 -0.480
H -8.512310 6.578526 9.642177 0.411 0.068 -0.468
H -6.999536 6.320663 14.161026 0.249 -1.014 0.764
H 6.381937 -2.680007 0.906638 0.828 -1.149 -0.737
H 5.260244 6.754517 1.151847 -0.150 -0.613 -0.822
H -0.618913 -11.403950 -2.669015 0.373 -0.564 0.067
H 0.229232 -13.500935 -0.267759 -0.391 -0.119 1.667
H -5.452263 1.637343 -5.658047 0.163 -1.363 0.070
H -4.840677 5.835891 12.837961 -0.350 -0.109 0.329
H -7.781426 4.208264 12.281227 -0.281 0.058 0.627
H -3.230930 -3.156246 1.101000 -0.249 -1.213 0.901
H -5.416604 1.429837 11.661608 -1.294 -1.203 1.325
H -4.631056 7.697501 14.513225 -0.297 0.141 0.601
H -3.448039 -1.528397 -5.859559 -0.177 -0.234 0.474
H -0.944860 2.304635 -2.191266 -0.063 -0.351 -0.085
H -5.049735 10.208578 14.356906 -0.090 -0.584 -0.593
H 5.242216 -0.419634 2.341788 1.090 -0.204 0.233
H -0.484243 6.105311 -1.451885 0.159 0.713 0.007
H -1.047624 -10.152659 -0.850332 0.577 1.204 -0.230
H 2.921639 0.250252 -11.291777 0.521 -0.417 0.526
H 0.670212 -11.158258 -3.864424 -0.370 0.496 1.432
H -2.843007 0.463483 -1.664111 0.196 -0.619 -1.039
H -4.449392 2.529396 -7.598537 0.482 -0.554 0.603
H -5.584076 3.085723 10.411734 0.314 -0.127 -1.232
H -7.405242 7.600457 13.227573 -0.463 0.640 -1.051
H 3.075266 -0.348428 6.650578 0.340 0.099 -0.181
H -5.636056 -5.949718 3.663210 -0.540 0.288 0.069
H 5.087971 0.907120 -3.073867 -0.311 -0.118 -0.445
H 4.672301 -2.749851 5.881193 0.780 -1.217 0.031
H -4.637343 -6.683275 -1.627959 -0.471 0.000 0.179
H -5.645160 -3.794267 0.685422 0.025 0.625 -0.454
H 4.098415 -8.275244 -3.196396 -1.071 -0.144 -0.344
H -1.670537 -1.299822 -5.603963 -0.742 0.082 -0.326
H -5.567756 6.557233 8.895607 -0.531 1.232 -0.144
H -3.099504 -3.966275 2.818323 -0.491 0.203 -1.015
H 7.232440 -0.096672 -2.207376 0.554 -0.447 -0.209
H 9.184337 -3.873014 5.249050 -0.383 0.715 0.197
H 6.978264 -0.970198 2.340357 0.625 0.517 -0.385
H -3.114429 -2.480571 -8.041030 -0.603 -0.129 -0.192
H -6.232751 8.353521 15.274778 0.921 -0.418 0.265
H -6.491445 9.947187 13.503549 -0.857 0.008 -0.527
H -9.330009 8.788008 9.563602 -0.035 0.581 -0.559
H 3.899843 -8.276032 -4.939316 -0.577 0.474 0.378
H 4.908038 0.645449 -6.409830 0.792 0.409 -0.078
H 0.059357 -14.768140 -1.518437 0.051 1.512 0.242
H 1.649618 5.332625 -0.069831 -0.362 -0.057 0.100
H -6.988227 1.199540 11.108231 -0.896 0.287 0.135
H -4.909206 9.472469 12.754828 -0.401 0.070 0.070
H 6.068072 3.336463 -2.664245 -0.518 -0.828 0.659
H -0.662748 -13.054871 -1.677093 0.357 -0.887 0.061
H 5.541204 3.075146 -0.971204 0.116 -0.371 -0.392
H -7.664320 -0.966375 -7.467751 -0.198 0.149 0.305
H -2.004553 6.254012 9.205580 1.112 0.054 0.339
H -8.699625 6.720927 11.389997 0.423 0.952 -0.607
H 6.437311 -2.813174 6.269008 1.085 0.684 0.434
H 7.847559 -2.617706 3.633015 -0.851 0.430 -0.567
H -7.618426 10.770922 8.692939 -0.278 -0.422 1.574
H -3.165704 0.143767 -7.890578 0.293 -0.362 0.164
H -5.159331 3.420550 12.042091 -0.359 0.737 0.207
H -5.754772 -4.182751 2.408482 0.270 -0.089 -0.392
H 2.445551 -1.969380 -2.616661 -0.760 0.342 -0.810
H 3.538080 -2.442932 2.001917 0.575 -0.149 -0.256
H 2.170908 -9.892847 -4.182248 0.254 -1.402 -0.581
H 2.800296 7.751464 -0.259296 0.539 0.343 0.656
H 1.660850 -4.028271 -3.805894 -0.145 -1.465 0.535
H 6.581953 5.118294 -3.262626 0.662 -0.856 0.109
H 2.110505 6.777677 -1.905531 0.311 -0.200 -0.046
H -2.200856 -4.564518 1.460954 0.690 -0.155 -0.248
H -0.705106 -3.562500 -6.469316 0.466 0.512 0.306
H -7.876834 0.508898 -6.513835 -0.287 0.723 -0.092
H 1.058897 -7.709039 -2.431456 0.349 0.232 0.000
H -4.615137 -7.061156 1.689863 -0.324 -1.428 0.044
H -0.061128 1.744415 -0.781377 -0.851 -0.483 -0.548
H 9.226607 -2.275064 5.926613 0.502 1.879 -0.418
H 6.582371 -0.044508 -6.603085 -0.727 0.380 0.519
H -0.323608 4.662573 -2.338861 -0.240 -0.431 0.313
H -4.774859 -7.604656 -0.188080 0.246 -0.221 0.424
H 4.844702 9.466318 0.101155 0.605 0.087 -0.515
H 3.146267 -2.307308 5.225872 0.158 -0.143 0.127
H 3.146839 7.315143 1.470918 -0.083 0.526 -1.013
H 6.587668 6.743147 -2.654441 0.457 0.129 -0.102
H 3.928304 -0.961947 3.780867 -1.349 0.771 -1.937
H -9.015324 11.188277 9.857469 2.647 0.513 -0.588
H 2.564477 3.316156 -9.111322 0.230 -0.304 -0.434
H 0.273892 -2.951009 -1.765915 0.106 0.334 -0.623
H 4.379242 3.844748 -11.567767 0.158 -0.462 0.406
H 10.025481 -4.124712 7.409022 0.193 0.583 0.227
H -0.621787 -9.008623 -4.572310 -0.189 0.290 0.969
H -7.266047 11.176876 10.488647 -0.426 -0.924 -0.330
H -3.118143 3.957933 8.328278 -0.296 1.195 -0.273
H 2.375402 -11.163604 -2.133803 0.990 0.274 -0.182
H -3.372114 -7.890948 4.345989 -0.317 0.132 0.267
H 1.856841 -13.493887 -2.797919 -0.561 0.460 1.025
H 3.179468 2.922093 -1.761580 -0.689 -0.636 0.272
H -6.747529 8.688992 11.264247 0.860 0.339 1.967
H 1.332849 -8.419205 -4.708002 0.360 -0.315 -0.286
H -1.990777 4.240675 -0.511169 -0.878 -0.028 -0.527
H 1.420305 -1.058487 -3.894787 0.666 0.637 0.007
H -7.637504 -5.162494 1.137267 0.142 -0.252 0.095
H 6.441718 1.505860 -5.907310 0.189 1.175 1.360
H -3.671335 6.726316 10.656196 -0.636 -0.347 0.135
H 6.080258 0.554623 -8.733059 0.043 -0.116 0.578
H -6.723250 8.383924 9.575121 1.000 -0.164 -1.143
H -3.297002 4.337361 -6.015089 -0.152 -0.097 1.004
H -6.542200 -6.450165 1.730089 -0.465 -0.759 0.855
H 4.585580 -3.949167 3.819582 -0.074 0.925 -0.261
H 2.435460 4.424635 -10.426136 -0.825 -0.868 -0.488
H 7.466469 -1.195052 4.496099 -0.046 1.568 0.370
H 4.911217 1.531716 -11.879883 -0.357 0.399 -0.316
H -7.959913 3.981310 10.520870 0.641 0.170 0.454
H 1.189996 -1.765920 0.047267 0.043 -0.966 0.019
H 6.657306 2.991203 -11.569989 0.217 -0.302 -0.193
H -2.507838 -8.168957 -1.069546 -0.488 -0.511 0.233
H 8.718802 -3.013943 8.145211 0.739 -0.364 -0.256
H 7.349698 1.554151 -8.209876 -0.783 0.557 0.589
H 3.492147 -1.638452 7.716435 0.769 0.161 -1.201
H -2.773091 -6.107687 -0.066933 -1.756 1.333 0.099
H -0.908918 -2.243151 -0.121322 -0.345 0.884 -0.478
H 4.272887 2.099364 -8.192527 0.054 0.214 -0.566
H 1.884498 5.568817 -3.156710 -0.035 -0.235 0.701
H 5.187007 -0.285314 4.727478 0.595 0.149 -0.392
H -1.143174 5.171851 0.610853 0.260 0.581 0.487
H -2.788853 1.736292 -0.594885 1.566 -1.269 -0.127
H 3.422772 9.922564 0.950289 0.151 -0.552 0.339
H -2.768176 0.585983 -4.181884 -0.374 0.565 -0.052
H -2.358365 -4.098520 -6.238302 -0.170 0.276 0.277
H 1.280122 -11.199767 -0.808265 -0.209 0.094 0.209
H -5.026562 0.059422 -4.925942 0.549 0.037 -0.048
H -1.923309 4.883178 7.446439 -1.432 0.057 0.261
H -2.594932 3.494473 -3.937427 -0.729 -1.290 -0.220
H 0.618656 -2.992683 -4.889526 0.189 -0.590 0.529
H -2.673320 2.645954 -7.334167 -0.543 0.043 0.413
H -4.147280 2.680144 -3.570074 0.126 -0.127 -0.419
H 4.121858 5.718306 -4.118462 0.267 0.217 -0.180
H 6.762339 -4.097515 5.320250 0.958 0.612 -0.435
H 5.445977 7.168334 -0.507869 -0.332 0.732 0.179
H -1.069700 -7.180349 -0.892572 -0.399 -0.009 -0.019
H 6.440555 6.007308 -6.883691 0.350 -0.030 -0.987
H -3.549909 5.009284 10.538806 0.330 -1.252 0.429
H 6.078595 -4.060969 2.972667 -0.954 0.994 -0.518
H 0.678697 -0.175776 0.319407 0.909 0.358 -0.247
H 4.171046 -3.884725 1.258453 -0.016 -0.484 -0.753
H -6.678900 -5.412991 -1.170474 0.725 -0.244 1.150
H -7.086321 2.724763 13.696275 -0.160 -0.720 0.147
H 5.031396 0.630108 -1.393600 0.416 0.271 0.430
H -2.928650 -6.639313 2.221279 -1.063 0.028 0.150
H -7.405937 -0.961022 -5.689081 0.299 0.305 -0.728
H -0.693718 -2.093425 -3.015557 0.883 -0.078 0.176
H -4.946522 7.440540 12.188578 -0.901 -0.973 -0.133
H -1.718463 0.712541 -7.024058 -0.157 -0.708 -0.094
H 2.040040 -0.563061 -0.847061 0.530 0.660 -0.364
H -6.141869 1.186060 13.890364 -0.619 0.589 -0.051
H 6.152134 7.470935 -5.119059 -0.361 0.662 -0.022
H 8.418646 -4.627512 7.634421 -0.586 -0.557 -0.233
H -3.581712 5.028264 6.934009 -0.538 0.192 0.226
H -1.754154 -9.801024 -3.609359 -1.454 -0.890 0.435
H -4.659813 -7.527875 5.579205 0.237 0.326 -1.222
H -4.053107 -5.454187 4.268890 0.334 0.902 0.070
H -1.804080 1.635900 -5.201750 0.940 0.237 0.123
H 4.762895 9.004988 1.819429 -0.525 0.466 -0.795
H 7.520334 1.506680 -1.462642 0.205 -0.588 -0.278
H 7.773346 6.786249 -4.939085 -1.743 -0.360 0.535
H 5.320346 4.755921 -0.310021 1.945 -0.703 0.628
H 0.831187 0.578914 -2.754721 0.501 -0.097 -0.174
H -1.943864 -1.669965 -1.466281 0.273 0.100 0.082
H 3.701607 3.250463 -3.469148 0.051 0.010 1.168
H 7.365686 2.021718 -10.196985 -0.537 -0.010 -0.283
H 2.349565 2.381109 -12.079532 0.275 -0.394 0.995
H 4.765227 -0.518390 7.112784 0.279 0.048 0.100
H 5.235587 -1.511883 0.291355 0.044 -0.411 0.732
H -8.920984 9.356085 11.194971 -1.045 0.538 0.465
H -3.136893 7.059936 8.221153 -0.607 0.345 0.333
H 4.638195 4.643217 -10.059562 -0.073 -0.606 0.314
H 5.300596 5.267381 -5.839554 -1.152 -0.580 -0.148
H -7.825739 1.069792 13.438334 -0.168 0.363 0.015
H 2.268322 -13.462369 -1.055284 -0.137 0.688 -0.659
H 1.526402 3.863160 -1.034227 0.290 0.250 -0.020
H 3.778198 4.985105 0.377652 -0.509 -1.106 -0.007
H -1.531584 -1.862601 -8.137502 0.932 0.417 -0.787
H 6.927069 4.634728 -5.811727 0.267 -0.290 -0.276
H -3.907935 -4.696650 -0.692142 0.600 -0.453 0.121
```
Forces are in eV/Å.

The value obtained for the highest occupied orbital energy is -0.513 Ha. The orbital gap comes out at 9.2 eV. As for the net charge: +4. Its calculated total energy is -434787.0667 eV.

Atomic partial charges in e from the Mulliken method, atoms 1 to 6:
1 As 2.080
2 As 1.935
3 As 2.274
4 As 2.225
5 P 0.627
6 P 1.109